No. 1
Computed, not measured: a 2-piece molecular cluster, C5H18N3 overall, with wB97M-V/def2-TZVPD.

Kohn-Sham gap (alpha / beta)	4.2 / 10.3	eV
calculated total energy	-365.40703	Eh
E_HOMO (alpha / beta)	-3.31 / -9.64	eV

The geometry in ORCA input format:
```
! RIJCOSX wB97M-V def2-TZVPD def2/J DEFGRID3
* xyz 0 2
C 1.002 -0.340 -2.514
C 0.222 -1.211 -1.491
N 0.837 -2.578 -1.432
N 0.472 1.023 -2.324
H 2.086 -0.442 -2.338
H 0.830 -0.684 -3.555
H 0.305 -0.682 -0.501
H -0.846 -1.281 -1.762
H 0.168 -3.264 -1.022
H 1.555 -2.657 -0.725
H 0.829 1.420 -1.459
H 0.769 1.605 -3.096
C -2.181 1.870 1.621
C -1.019 1.000 1.149
N -0.179 0.653 2.367
C 0.806 -0.501 2.165
H -1.861 2.507 2.461
H -2.469 2.555 0.768
H -3.067 1.296 1.918
H -1.252 0.014 0.710
H -0.368 1.559 0.474
H -0.856 0.356 3.082
H 0.275 1.463 2.804
H 0.256 -1.277 1.541
H 1.044 -0.911 3.165
H 1.710 -0.173 1.683
*
```


No. 2
Computed, not measured: a 3-piece molecular cluster, C5H18NO2 overall, with wB97M-V/def2-TZVPD.

Kohn-Sham gap	11.3	eV
calculated total energy	-406.24797	Eh
E_HOMO	-14.30	eV

The geometry in ORCA input format:
```
! RIJCOSX wB97M-V def2-TZVPD def2/J DEFGRID3
* xyz 1 1
C -0.331 1.449 -2.004
C -0.979 0.423 -1.126
C -0.116 -0.776 -0.589
C 0.542 -1.466 -1.748
C 0.847 -0.226 0.498
N -1.624 1.219 0.295
H -0.331 1.156 -3.023
H 0.682 1.670 -1.834
H -0.835 2.449 -2.070
H -1.889 -0.026 -1.671
H -0.780 -1.471 -0.176
H 0.781 -2.503 -1.566
H 1.543 -1.123 -1.970
H -0.190 -1.482 -2.611
H 0.414 0.080 1.436
H 1.611 0.467 0.284
H 1.367 -1.008 0.980
H -0.910 1.842 0.732
H -2.063 0.518 0.814
H -2.246 1.942 0.036
H -1.612 1.730 3.534
H -0.175 2.437 3.114
O -1.062 2.053 2.750
H 2.236 -2.939 0.112
H 3.193 -3.139 1.319
O 2.412 -2.747 1.038
*
```


No. 3
Computed, not measured: a 4-piece molecular cluster, C5H18NO5 overall, with wB97M-V/def2-TZVPD.

Kohn-Sham gap	8.0	eV
calculated total energy	-632.19279	Eh
E_HOMO	-4.47	eV

The geometry in ORCA input format:
```
! RIJCOSX wB97M-V def2-TZVPD def2/J DEFGRID3
* xyz -1 1
C 1.789 -0.085 1.780
C 1.428 1.082 0.855
C 1.493 0.246 -0.496
C 0.710 0.949 -1.656
O 0.884 0.069 -2.787
N 0.205 1.817 1.187
C -0.903 0.976 1.952
O -1.866 0.608 1.199
H 1.419 -0.998 1.298
H 2.825 -0.254 1.842
H 1.398 -0.051 2.860
H 2.222 1.812 0.673
H 2.397 0.115 -0.822
H 0.968 -0.711 -0.341
H -0.344 1.352 -1.477
H 1.176 2.017 -1.853
H 0.124 0.292 -3.391
H -0.301 2.105 0.417
H -0.448 0.119 2.430
H -1.226 1.646 2.617
H -2.369 -2.284 0.614
H -1.764 -0.742 0.863
O -1.531 -1.779 0.388
H -0.546 -1.678 -2.321
H -0.414 -2.523 -1.026
O -0.570 -2.663 -2.011
H -2.008 -1.184 -1.218
H -2.344 0.028 -0.325
O -2.405 -0.280 -1.252
*
```


No. 4
Computed, not measured: a 5-piece molecular cluster, C5H18NO6 overall, with wB97M-V/def2-TZVPD.

Kohn-Sham gap	8.6	eV
calculated total energy	-707.45334	Eh
E_HOMO	-5.16	eV

The geometry in ORCA input format:
```
! RIJCOSX wB97M-V def2-TZVPD def2/J DEFGRID3
* xyz -1 1
C -1.097 -2.248 0.386
N -0.123 -1.624 -0.509
C -0.553 -0.329 -0.963
C 0.280 0.861 -0.598
C -0.292 2.272 -0.816
O -1.661 2.291 -0.458
C -0.548 -0.344 -2.450
O -1.206 -1.051 -3.141
H -0.349 -2.574 1.273
H -1.541 -3.138 0.033
H -1.888 -1.713 0.760
H 0.804 -1.718 -0.232
H -1.525 -0.205 -0.510
H 0.315 0.473 0.505
H 1.276 0.724 -1.023
H 0.279 3.029 -0.169
H -0.426 2.551 -1.881
H 0.197 0.211 -3.043
H 0.497 -0.948 2.993
H -0.967 -0.003 2.049
O 0.719 -0.076 2.625
H -1.992 1.570 0.061
H -1.666 1.283 2.263
O -1.831 0.376 1.859
H 2.420 -2.095 2.079
H 1.527 -0.523 1.935
O 2.560 -1.386 1.503
H 2.947 1.602 1.166
H 2.866 0.299 0.541
O 2.837 1.253 0.288
*
```